13 unconnected molecules or ions with the total composition H26O13 at a distorted geometry, computed with the ωB97M-V functional and the def2-TZVPD basis.

Calculated values
HOMO in eV: -10.1
Electronic energy in hartree: -993.62821
Frontier orbital gap in eV: 9.8336
ΔE to the lowest compared entry with this formula, charge and spin in kJ/mol: 380.8

Atoms and positions in Å:
O -1.27102 -0.94295 -3.96261
H -0.86836 -1.79958 -3.86063
H -1.10149 -0.44639 -3.15392
O -1.15613 -0.98995 3.77634
H -0.82793 -1.72505 4.27097
H -0.30249 -0.61098 3.55016
O 0.05313 1.29441 -2.93288
H 0.86471 1.73530 -2.66175
H -0.08091 1.59558 -3.83528
O 2.66523 -1.36667 2.65926
H 1.83999 -1.36373 2.14284
H 2.32317 -1.24891 3.55270
O 2.13689 3.09384 -0.41106
H 1.55617 3.25304 -1.15348
H 1.76911 2.24432 -0.10835
O 1.02215 -2.97720 1.54010
H 0.17467 -2.88524 1.08276
H 0.84293 -3.70535 2.14511
O 2.56999 0.33230 -1.58204
H 3.12785 0.91025 -1.05003
H 1.95615 0.12775 -0.86482
O -2.41364 0.41382 -0.76892
H -2.78384 -0.42055 -0.46912
H -2.88067 0.70004 -1.55781
O -2.74408 -2.25637 1.85475
H -2.89221 -1.40887 1.44428
H -3.23611 -2.12920 2.67568
O -1.21868 4.04402 -0.64303
H -0.48560 4.66103 -0.56680
H -1.49669 4.05511 0.27946
O -3.34411 -2.60907 -0.86675
H -3.41234 -2.73166 0.10279
H -3.92643 -1.85233 -0.97944
O 0.01420 1.94799 0.22934
H 0.27015 1.74194 1.11809
H -0.80510 1.91051 -0.22883
O 3.89034 -0.06592 0.63632
H 4.17919 -0.86137 1.08331
H 4.18768 0.65973 1.18552

Results of the Mulliken charge analysis, in e, for atoms 1 through 2: atom 1 (O): -0.6414, atom 2 (H): 0.3008